[1]
Here is 2 unconnected molecules or ions with the total composition C20H16NO7S2 in a non-equilibrium geometry from the Open Molecules 2025 dataset. Energies are from ωB97M-V/def2-TZVPD.

```
46
Properties=species:S:1:pos:R:3:forces:R:3:lowdin_charge:R:1
C 0.848 -4.893 0.653 0.0169 0.0672 0.0168 -0.091
C 1.402 -4.099 -0.356 0.0071 0.0555 0.1910 -0.071
C 1.517 -2.724 -0.166 -0.1900 -0.0997 -0.0716 -0.062
C 1.060 -2.167 1.023 -0.0275 0.0573 0.1847 -0.284
S 1.117 -0.384 1.210 0.3564 -0.1510 -0.4130 0.694
C -0.550 0.322 0.991 -0.0186 -0.5237 -0.6697 -0.356
C -0.726 1.567 1.440 0.0010 -0.7013 0.0138 0.039
S -1.629 -0.335 -0.326 0.2924 0.0131 -0.0680 0.713
C -2.869 -1.448 0.375 -0.0110 0.3215 0.0131 -0.259
C -2.752 -2.828 0.180 0.0942 0.1435 0.2915 -0.054
C -3.662 -3.672 0.817 -0.0364 0.3223 -0.1317 -0.076
C -4.708 -3.123 1.562 -0.0249 0.0129 -0.1432 -0.087
C -4.907 -1.741 1.609 0.2086 0.0325 -0.1584 -0.080
C -3.976 -0.891 1.017 0.1830 -0.2450 0.0791 -0.059
O -2.322 0.824 -0.835 -0.0212 -0.5516 0.0987 -0.301
O -0.853 -1.219 -1.170 -0.0540 0.7034 0.1815 -0.316
O 1.479 -0.155 2.587 -0.1101 0.2777 -0.0563 -0.311
O 1.925 0.092 0.119 -0.2970 -0.2053 0.5457 -0.277
C 0.650 -2.962 2.093 -0.2990 -0.0693 -0.2576 -0.059
C 0.495 -4.332 1.885 0.1716 -0.0257 -0.0719 -0.088
H 0.715 -5.961 0.482 0.0476 0.2179 0.0866 0.098
H 1.744 -4.536 -1.296 -0.1500 0.0575 0.3183 0.107
H 1.952 -2.083 -0.928 -0.2678 -0.0514 0.1250 0.120
H -1.590 2.159 1.158 0.1247 -0.0977 -0.0668 0.089
H -0.006 1.987 2.128 0.0270 0.1042 -0.1046 0.084
H -1.968 -3.239 -0.457 -0.0538 0.2652 0.3331 0.113
H -3.552 -4.750 0.691 -0.1137 0.2832 0.1594 0.105
H -5.397 -3.778 2.087 -0.0014 0.0329 -0.1223 0.098
H -5.789 -1.313 2.082 0.2154 -0.1894 0.0467 0.103
H -4.097 0.193 1.035 0.0564 -0.2872 0.0525 0.117
H 0.453 -2.518 3.066 -0.1196 0.0040 -0.2805 0.116
H 0.113 -4.959 2.695 0.1664 0.1554 -0.2906 0.103
O 4.141 2.415 -3.634 0.2781 2.0318 -0.0692 0.027
N 4.102 3.653 -3.474 1.0507 -0.9077 -1.0718 -0.330
O 4.824 4.460 -4.097 -0.8918 -1.4842 0.7375 0.011
C 3.164 4.173 -2.515 -1.2031 1.1051 0.8646 -0.215
C 3.022 5.571 -2.415 0.1728 0.0952 -0.1860 -0.079
C 2.037 6.094 -1.554 0.2606 -0.4919 -0.4573 -0.136
C 1.258 5.247 -0.783 0.2130 -1.1164 0.1494 -0.038
C 1.479 3.781 -0.738 0.6962 1.7370 -1.0658 -0.444
O 0.940 3.045 0.113 -0.5401 -0.3935 0.3693 -0.089
C 2.393 3.299 -1.766 -0.1888 -0.0836 0.5539 0.055
H 3.656 6.202 -3.037 -0.2855 -0.1173 0.2688 0.089
H 1.882 7.180 -1.542 0.0331 -0.4608 0.0904 0.089
H 0.470 5.617 -0.125 0.2298 0.0476 -0.1047 0.086
H 2.515 2.229 -1.881 0.0028 0.1098 0.0898 0.104
```
Forces are in eV/Å.

## Properties
Energy in eV: -58488.813
Charge: -1
Energy relative to the best compared isomer or geometry (same formula, charge and spin) in kJ/mol: 28.7
E_LUMO in eV: 2.164



[2]
Here is a molecular structure, C20H16NO8ReS2 from the Open Molecules 2025 dataset. Energies are from ωB97M-V/def2-TZVPD.

```
48
Properties=species:S:1:pos:R:3:forces:R:3:lowdin_spin:R:1
Re 0.357 -0.491 1.072 0.0856 0.1174 -0.3059 2.384
O 4.003 0.119 2.702 -0.0055 0.0397 0.0531 0.022
C 2.843 0.056 2.430 0.0088 -0.0926 -0.3066 0.012
O 2.343 -0.389 1.269 0.1645 0.0635 0.3028 0.112
C 1.758 0.494 3.395 -0.0560 0.0643 0.0654 0.022
C 1.909 0.948 4.688 0.0141 0.0098 -0.0308 -0.006
C 0.758 1.260 5.410 0.0067 0.0139 0.0109 0.029
C -0.509 1.107 4.849 -0.0171 0.0131 -0.0335 -0.005
C -0.590 0.646 3.553 0.0628 0.0169 0.0594 0.023
N 0.532 0.380 2.884 -0.0702 -0.0850 -0.0498 -0.007
C -1.839 0.338 2.748 -0.0478 -0.0174 -0.2005 0.013
O -2.936 0.562 3.162 0.0040 0.0064 0.0302 0.025
O -1.555 -0.199 1.556 -0.1839 -0.1007 0.2227 0.129
H 2.903 1.041 5.102 -0.0135 0.0076 0.0262 0.000
H 0.849 1.615 6.427 0.0035 -0.0018 0.0008 0.001
H -1.418 1.325 5.392 0.0144 0.0029 0.0214 0.000
O 0.409 1.320 0.181 0.1633 0.1225 0.0811 0.095
S 0.172 2.003 -1.190 -0.0900 -0.0006 0.0722 0.011
C -1.490 1.636 -1.626 0.0108 -0.0748 -0.0703 0.002
C -2.375 2.703 -1.667 -0.0661 -0.0087 0.0258 0.001
C -3.712 2.450 -1.946 0.0289 0.0370 0.0278 0.000
C -4.136 1.149 -2.160 0.0058 -0.0427 -0.0030 0.001
C -3.235 0.086 -2.111 -0.0340 0.0349 0.0012 0.001
C -1.901 0.324 -1.851 -0.0269 -0.0215 -0.0098 0.002
C 1.089 1.026 -2.356 -0.0746 -0.0386 -0.0775 0.005
C 0.683 1.029 -3.687 0.0316 -0.0312 -0.0019 0.001
C 1.442 0.332 -4.610 0.0279 -0.0247 -0.0116 0.001
C 2.580 -0.356 -4.204 -0.0239 0.0090 -0.0313 0.000
C 2.974 -0.338 -2.876 -0.0176 0.0086 0.0420 0.001
C 2.234 0.369 -1.936 0.0967 0.0441 0.0026 0.001
H -2.028 3.712 -1.479 0.0061 0.0007 -0.0109 0.000
H -4.418 3.268 -1.985 0.0026 0.0006 -0.0038 0.000
H -5.179 0.955 -2.369 -0.0003 0.0001 -0.0011 0.000
H -3.580 -0.924 -2.283 -0.0035 -0.0001 -0.0049 0.000
H -1.188 -0.493 -1.839 -0.0011 0.0243 0.0105 0.001
H -0.213 1.552 -3.997 0.0154 -0.0025 0.0038 0.000
H 1.140 0.319 -5.649 0.0001 0.0012 -0.0009 0.000
H 3.163 -0.905 -4.931 -0.0005 -0.0004 0.0008 0.000
H 3.861 -0.869 -2.559 -0.0004 0.0031 -0.0009 0.000
H 2.567 0.407 -0.907 -0.0423 -0.0180 -0.0033 0.001
C -0.324 -4.447 0.343 -0.1275 0.0062 -0.0458 0.002
S 0.761 -3.087 0.467 -0.0010 0.2255 0.2537 0.013
O 0.292 -1.986 -0.469 0.0812 0.1559 0.0659 0.062
O 2.103 -3.498 0.291 -0.0659 -0.1402 -0.0455 0.001
O 0.453 -2.407 1.808 0.1448 -0.3096 -0.1224 0.045
H -0.293 -4.797 -0.688 0.0284 -0.0109 0.0119 0.000
H -1.325 -4.137 0.630 -0.0062 0.0113 -0.0177 0.000
H 0.067 -5.209 1.015 -0.0323 -0.0184 -0.0023 0.000
```
Forces are in eV/Å.

## Properties
Energy in eV: -62665.515
Charge: +1
Energy relative to the best compared isomer or geometry (same formula, charge and spin) in kJ/mol: 15.3
2S+1: 4
E_LUMO (spin up / spin down) in eV: -3.572 / -4.751
⟨S²⟩: 3.76



[3]
Here is 2 unconnected molecules or ions with the total composition C20H17BF3NO in a non-equilibrium geometry from the Open Molecules 2025 dataset. Energies are from ωB97M-V/def2-TZVPD.

```
43
Properties=species:S:1:pos:R:3:forces:R:3:lowdin_charge:R:1
C -3.392 0.325 3.265 -0.4380 -0.4086 0.3667 0.015
N -2.374 0.808 2.351 1.5783 -1.5039 -0.5885 -0.051
C -1.272 0.094 1.993 -0.9225 1.1824 0.5819 0.093
C -0.444 0.886 1.148 0.5737 0.1249 -0.5277 -0.111
C 0.832 0.541 0.697 -0.8996 -0.1011 0.6114 0.115
C 1.602 1.255 -0.285 0.6864 0.5086 -0.8860 -0.202
C 1.028 1.862 -1.439 0.0773 0.0727 0.4188 -0.034
C 1.802 2.646 -2.296 -0.0323 -0.2314 0.2259 -0.053
C 3.172 2.817 -2.049 -0.1766 -0.3274 0.3790 -0.038
C 3.772 2.165 -0.959 -0.0932 0.0529 -0.1069 -0.053
C 3.008 1.376 -0.108 -0.5297 -0.2058 0.1192 -0.001
C -1.150 2.166 0.994 -0.6316 -0.0360 0.4061 -0.098
C -0.807 3.386 0.432 -0.2342 0.5963 -0.1987 -0.009
C -1.699 4.467 0.526 0.1828 -0.4984 0.1744 -0.049
C -2.899 4.347 1.244 0.0017 -0.5795 0.1146 -0.055
C -3.231 3.139 1.891 0.1609 0.2573 -0.2998 0.008
C -2.351 2.073 1.742 0.7857 0.4994 -0.3093 -0.150
H -4.146 1.104 3.397 0.1435 -0.2330 0.0052 0.086
H -3.872 -0.584 2.877 0.1188 0.3612 -0.0394 0.113
H -2.957 0.072 4.243 -0.0434 0.2488 -0.3376 0.111
H -1.095 -0.916 2.358 -0.1545 0.2739 -0.1096 0.164
H 1.313 -0.302 1.209 -0.1123 0.1494 -0.3289 0.140
H -0.043 1.742 -1.625 0.4318 -0.0247 -0.0037 0.132
H 1.328 3.140 -3.148 0.2127 -0.2674 0.2719 0.118
H 3.773 3.443 -2.709 -0.1659 -0.2017 0.1828 0.116
H 4.843 2.270 -0.772 -0.3696 -0.0260 -0.1099 0.116
H 3.454 0.858 0.746 0.0220 0.2282 -0.3360 0.126
H 0.146 3.487 -0.081 -0.3862 0.2056 0.1178 0.103
H -1.443 5.406 0.032 -0.1186 -0.2764 0.2568 0.113
H -3.573 5.203 1.304 0.1688 -0.3189 0.0364 0.112
H -4.139 3.016 2.482 0.1980 0.2813 -0.1975 0.109
C 0.896 -3.719 -0.453 -1.4210 -0.8142 0.2048 -0.181
C -0.246 -4.493 -0.382 0.7942 0.5881 -0.0833 -0.116
C -0.082 -5.550 -1.319 0.7820 0.4735 -0.0850 -0.047
C 1.156 -5.363 -1.904 -0.9758 0.3221 0.8348 -0.106
B 1.926 -6.194 -3.030 -1.2157 0.4681 1.1686 -1.080
F 0.973 -7.204 -3.280 0.4383 -0.7540 -0.8788 0.075
F 2.102 -5.332 -4.113 0.6332 -0.3438 -0.6873 0.102
F 3.095 -6.681 -2.443 0.6161 -0.3499 -0.6816 0.103
O 1.746 -4.249 -1.370 -0.3634 0.4116 0.4752 0.023
H 1.140 -2.830 0.107 0.4445 -0.0105 -0.2054 0.068
H -1.103 -4.338 0.253 -0.0107 0.1619 0.1416 0.071
H -0.790 -6.338 -1.527 0.2443 0.0439 -0.0932 0.102
```
Forces are in eV/Å.

## Properties
Energy in eV: -33383.205
Charge: 0
E_LUMO in eV: -3.481



[4]
Here is a molecular structure, C20H17Cl3GeI2NPbS4 from the Open Molecules 2025 dataset. Energies are from ωB97M-V/def2-TZVPD.

```
49
Properties=species:S:1:pos:R:3:forces:R:3:lowdin_spin:R:1
Pb -2.171 -0.528 0.097 -0.2279 -0.1618 0.3344 0.001
S -2.686 1.909 0.943 0.0378 -0.0287 -0.1625 0.000
C -1.484 2.838 0.035 0.0726 0.0372 -0.0142 0.000
C -0.821 3.855 0.739 -0.0579 -0.0449 0.0524 0.001
C 0.082 4.703 0.134 0.0493 0.0075 -0.0520 0.001
C 0.357 4.569 -1.221 -0.0104 -0.0250 0.0171 0.009
C -0.282 3.576 -1.940 0.0756 -0.0249 -0.0165 0.017
C -1.172 2.696 -1.328 -0.0827 -0.0317 0.1091 0.010
S -2.039 1.489 -2.311 0.0633 -0.0066 -0.0700 0.002
C -0.746 0.761 -3.349 0.1445 0.0386 0.0334 0.000
C 0.081 -0.377 -2.783 -0.0509 -0.0130 0.0211 0.002
C 0.754 -1.231 -3.646 -0.0365 -0.0105 -0.0254 0.000
C 1.562 -2.223 -3.114 -0.0107 -0.0074 -0.0619 0.001
C 1.688 -2.336 -1.743 0.0405 0.0394 0.0472 0.000
C 0.982 -1.450 -0.944 -0.0564 -0.0106 0.0813 0.004
C 1.082 -1.513 0.564 0.0289 0.0050 -0.0252 0.001
S 0.319 -0.039 1.302 -0.0440 0.0992 -0.2473 0.033
C 0.161 -0.518 2.995 0.1321 0.0432 0.0256 0.003
C 1.207 -0.137 3.841 -0.0584 -0.0191 -0.0244 0.000
C 1.170 -0.436 5.187 -0.0728 -0.0448 -0.0007 0.000
C 0.061 -1.115 5.684 0.0802 0.0410 0.0219 0.000
C -0.975 -1.481 4.851 -0.1601 -0.0451 -0.0639 0.000
C -0.969 -1.197 3.475 0.0389 -0.0495 0.0974 0.001
S -2.323 -1.768 2.512 0.1854 0.0957 -0.0441 0.000
N 0.194 -0.506 -1.462 0.1018 0.2030 -0.0292 0.013
H -1.044 3.963 1.792 0.0009 -0.0041 0.0346 0.000
H 0.576 5.467 0.718 0.0125 0.0286 0.0242 0.000
H 1.056 5.230 -1.715 0.0130 0.0246 -0.0128 0.000
H -0.094 3.498 -3.002 -0.0031 -0.0188 -0.0667 0.000
H -0.053 1.543 -3.669 -0.0656 -0.0125 -0.0195 0.000
H -1.261 0.419 -4.247 0.0030 -0.0082 -0.0135 0.000
H 0.654 -1.112 -4.717 -0.0086 0.0018 -0.0219 0.000
H 2.092 -2.902 -3.767 0.0220 -0.0088 -0.0235 0.000
H 2.327 -3.085 -1.296 0.0187 -0.0205 0.0198 0.000
H 2.134 -1.541 0.843 0.0276 -0.0701 0.0871 0.000
H 0.582 -2.394 0.973 -0.0394 -0.0091 -0.0572 0.001
H 2.047 0.403 3.425 0.0172 0.0106 -0.0329 0.000
H 1.981 -0.142 5.836 0.0156 0.0123 0.0215 0.000
H 0.001 -1.354 6.738 -0.0029 -0.0132 0.0227 0.000
H -1.833 -2.003 5.252 0.0017 0.0013 0.0144 0.000
I -1.318 -4.552 -0.871 0.1360 0.0405 0.0219 0.000
C -3.296 -4.871 -1.538 -0.0412 -0.0879 -0.0855 0.000
I -4.546 -3.176 -1.428 -0.2184 0.0810 -0.0211 0.000
H -3.741 -5.648 -0.930 0.0460 0.0046 -0.0135 0.000
H -3.245 -5.161 -2.580 -0.0071 -0.0541 0.0464 0.000
Cl 3.542 3.662 -0.093 0.0419 0.1936 0.0966 0.150
Ge 2.608 1.906 -0.894 -0.1240 0.0553 0.1414 0.464
Cl 3.957 0.326 -0.312 0.0599 -0.2642 0.1299 0.140
Cl 2.842 1.981 -3.033 -0.0881 0.0310 -0.2960 0.144
```
Forces are in eV/Å.

## Properties
Energy in eV: -181383.372
Charge: 0
Energy relative to the best compared isomer or geometry (same formula, charge and spin) in kJ/mol: 2.1
2S+1: 2
E_LUMO (spin up / spin down) in eV: -0.464 / -2.775
⟨S²⟩: 0.75



[5]
Here is a single C20H17F2NO4S molecule in a non-equilibrium geometry from the Open Molecules 2025 dataset. Energies are from ωB97M-V/def2-TZVPD.

```
45
Properties=species:S:1:pos:R:3:forces:R:3:lowdin_charge:R:1
O 0.950 0.558 2.443 1.1423 2.9572 -4.7726 0.022
C 1.106 1.307 1.407 -2.6105 0.3890 1.9395 -0.293
N 2.274 1.937 0.925 -4.4033 -3.9991 3.4782 0.092
C 3.420 1.249 1.320 -2.4727 8.1977 13.0419 -0.306
C 4.130 0.523 0.532 6.7231 -2.8876 -5.7077 -0.349
C 3.455 -0.445 -0.166 4.5924 -1.1250 -5.2247 0.065
C 4.241 -1.057 -1.360 -3.5399 0.0167 3.2078 0.052
C 5.578 -0.876 -1.412 0.6800 2.8655 4.0931 -0.406
F 6.361 -1.550 -2.160 1.4521 -2.2869 -2.9428 0.108
C 6.334 -0.033 -0.528 -4.7850 3.2337 1.7310 0.108
C 5.502 0.968 0.396 -2.4272 -12.7505 -8.9737 0.122
C -0.141 1.856 0.600 -0.3695 -7.5716 8.3816 -0.053
C -0.466 2.645 -0.283 -2.1047 5.8243 -9.8131 -0.077
C -1.859 2.551 -0.792 3.6844 -5.5562 12.5575 0.101
C -2.489 1.779 0.353 7.9596 2.4372 -5.2044 -0.362
C -3.745 1.276 0.370 -5.7758 -2.8271 0.8771 -0.140
S -4.051 0.192 -1.206 -6.9234 -0.6258 -0.6298 0.892
O -5.312 -0.775 -0.919 3.9573 4.1247 -0.9651 -0.421
O -4.135 1.233 -2.344 0.6576 -3.4975 3.3397 -0.370
C -2.810 -1.018 -1.353 2.0174 1.9707 0.8014 -0.206
C -2.238 -1.618 -0.110 -3.3136 0.9023 -1.0501 -0.189
C -3.204 -2.259 0.689 4.7093 -0.0425 1.1937 -0.005
C -2.765 -2.838 1.873 8.8371 5.4622 -5.6061 -0.032
C -1.378 -2.590 2.280 -1.8987 -2.4010 0.8218 -0.016
C -0.523 -2.063 1.284 2.7464 -0.0989 5.1851 -0.025
C -0.928 -1.412 0.159 -5.4227 -5.8893 5.4038 -0.441
F -0.155 -0.813 -0.528 5.6430 4.6306 -5.4787 0.242
O -1.524 1.156 1.049 2.5224 2.2803 0.0799 0.030
H 2.170 2.357 0.078 0.0774 1.2722 -2.9199 0.102
H 3.209 0.661 2.413 -0.1328 1.4769 -3.0137 0.215
H 3.934 2.251 1.863 0.2373 -2.8319 -1.3560 0.191
H 2.405 -0.481 -0.133 -1.0893 -0.5549 0.1684 0.077
H 3.764 -1.816 -2.000 0.2084 0.5909 0.2751 0.114
H 7.386 -0.056 -0.720 0.5091 0.4271 0.3336 0.089
H 5.962 1.584 0.903 4.0579 6.3207 5.1710 -0.004
H 0.194 3.247 -0.984 -0.3393 -0.7201 1.4462 0.155
H -2.378 2.935 -1.453 -4.2982 4.1801 -6.4431 0.001
H -3.913 0.560 1.348 -0.1746 2.0225 -2.5676 0.190
H -4.497 2.113 0.071 0.7982 -1.7722 1.1011 0.156
H -3.056 -1.804 -1.987 -0.9721 -0.7286 -1.6889 0.114
H -2.096 -0.331 -1.723 1.5719 0.0329 -1.3130 0.085
H -4.169 -2.039 0.438 -2.6214 -0.4259 -0.6099 0.066
H -3.429 -3.171 2.385 -7.4115 -4.3328 6.8719 -0.008
H -1.079 -3.007 3.472 -0.4323 1.4653 -4.1471 0.184
H 0.530 -1.903 1.694 -1.2661 -0.1554 -1.0725 0.130
```
Forces are in eV/Å.

## Properties
Energy in eV: -46951.934
Charge: 0
Energy relative to the best compared isomer or geometry (same formula, charge and spin) in kJ/mol: 1368.0
SMILES string: O=C(NCc1ccc(F)cc1)c1ccc(CS(=O)(=O)Cc2ccccc2F)o1
E_LUMO in eV: -0.360



| no. | molar mass (g/mol) |
| --- | --- |
| 1 | 446.48 |
| 2 | 648.69 |
| 3 | 355.17 |
| 4 | 1039.61 |
| 5 | 405.42 |